Record 1
ORCA calculation (wB97M-V/def2-TZVPD) on C34H50BEuN10O4SbSeSi3 as an isolated structure in a non-equilibrium geometry.

```
! RIJCOSX wB97M-V def2-TZVPD def2/J DEFGRID3
* xyz 0 8
Eu -0.654 0.740 1.207
Sb 3.028 -0.693 -0.569
Se 1.946 0.390 2.968
Si 3.254 2.928 -0.698
Si 2.582 -4.030 -1.865
Si 0.912 -4.035 0.987
O 0.205 0.231 3.236
O 2.347 1.935 3.327
O 2.875 -0.759 3.537
O 1.837 0.111 1.166
N -2.893 -0.152 1.526
N -3.481 2.548 0.108
N -2.812 3.044 2.655
N 0.017 -1.106 -1.103
N -2.181 2.344 -0.378
N -5.150 2.849 2.091
N -6.239 2.483 1.331
N 2.084 0.135 -3.460
N -1.536 2.644 2.598
N -3.838 0.715 1.949
C -0.836 -4.665 0.793
C 0.211 -2.489 -1.147
C 4.167 -4.311 -0.833
C 0.217 2.123 -3.986
C -4.605 0.045 2.909
C -2.126 2.983 -1.625
C 3.133 -3.155 -3.418
C 1.830 -5.699 -2.439
C 2.016 -5.530 1.371
C 0.325 1.008 -4.806
C -4.202 3.210 -0.829
C -0.807 -3.251 -1.825
C -1.781 -1.213 -2.691
C 4.670 2.445 0.512
C 2.688 1.293 -1.426
C 1.066 2.240 -2.888
C -0.862 -0.526 -1.917
C -4.202 -1.308 3.008
C -7.365 2.869 1.981
C 4.816 -0.982 0.633
C 1.386 -3.150 -0.631
C 0.766 -3.118 2.610
C -7.036 3.564 3.166
C -2.745 4.398 3.046
C -5.644 3.504 3.220
C 1.989 1.176 -2.608
C 1.381 0.127 -4.571
C -1.783 -2.611 -2.551
C -3.133 -1.397 2.096
C -3.408 3.471 -2.000
C 3.822 4.171 -1.957
C -0.651 3.622 2.943
C 1.951 3.803 0.330
C -1.429 4.802 3.262
B -3.791 2.308 1.676
H 0.382 3.356 3.130
H 0.842 -5.492 -2.964
H -3.714 3.968 -2.907
H 1.720 -6.413 -1.619
H 4.116 -3.701 0.097
H -0.722 -4.354 -1.796
H -1.600 -3.827 0.710
H 3.236 -2.041 -3.372
H -0.529 2.937 -4.088
H 2.582 -6.123 -3.133
H -7.765 4.085 3.763
H 5.401 1.857 0.000
H 4.387 1.806 1.394
H -4.936 3.844 3.935
H -2.458 -0.679 -3.372
H 4.288 3.654 -2.845
H 2.230 -6.296 0.616
H 0.477 -3.880 3.357
H 2.415 -3.388 -4.233
H 1.724 -2.701 2.976
H 4.221 -5.372 -0.509
H 2.974 -5.120 1.704
H 1.268 4.432 -0.298
H -4.542 -2.087 3.694
H 4.474 4.865 -1.365
H 0.919 3.023 -2.157
H 4.119 -3.536 -3.839
H 5.088 -4.008 -1.368
H -0.912 0.559 -1.852
H -1.208 3.045 -2.152
H -0.029 -2.304 2.623
H 5.510 -1.589 0.022
H 1.354 3.116 0.942
H 5.174 3.368 0.858
H -5.291 3.321 -0.689
H -2.556 -3.139 -3.107
H 1.579 -6.061 2.219
H 5.248 -0.036 0.950
H -3.659 4.965 3.091
H 1.609 -0.702 -5.211
H 3.036 4.834 -2.384
H -5.475 0.526 3.366
H -1.101 -5.262 1.724
H 2.503 4.499 0.968
H -2.456 -2.197 1.857
H -8.325 2.570 1.659
H 4.540 -1.505 1.512
H -1.043 5.694 3.707
H -0.420 0.785 -5.603
H -1.010 -5.373 -0.032
*
```

Results
* ⟨S²⟩: 15.779
* HOMO energy (alpha / beta): -6.3 / -6.2 eV
* M: 1110.59 g mol⁻¹
* relative energy (zero: lowest compared OMol25 entry of this formula, charge and spin): 0.00 kcal/mol
* DFT total energy: -174680.718 eV
* E_LUMO (alpha / beta): -2.57 / -0.76 eV

Record 2
ORCA calculation (wB97M-V/def2-TZVPD) on one molecule with the formula C20H23BrN2O3.

```
! RIJCOSX wB97M-V def2-TZVPD def2/J DEFGRID3
* xyz 0 1
Br -6.322 1.998 0.185
O 3.839 -1.635 0.850
O -0.150 -0.733 1.427
O 0.502 0.517 -1.335
N 2.098 -0.795 -0.365
N -1.580 -1.776 -0.002
C 0.651 -2.661 0.254
C -0.393 -1.621 0.638
C 4.569 1.397 0.317
C 4.660 2.823 0.873
C -2.689 -0.915 0.074
C -5.089 -0.606 -0.035
C 3.303 0.750 0.907
C 2.903 2.465 -0.739
C 3.511 3.557 0.149
C 2.165 1.477 0.180
C -6.467 -1.171 -0.210
C 1.569 -2.057 -0.822
C 1.448 0.400 -0.598
C -3.977 -1.454 -0.030
C 4.144 1.660 -1.128
C -2.502 0.453 0.221
C -4.152 -2.944 -0.134
C -3.597 1.289 0.264
C 3.160 -0.701 0.512
C -4.868 0.758 0.130
H 1.254 -2.883 1.136
H -6.784 -1.692 0.693
H -5.121 -3.250 0.247
H -1.692 -2.580 -0.601
H -6.489 -1.875 -1.040
H 3.890 4.375 -0.463
H 5.465 0.797 0.464
H 2.284 2.837 -1.553
H -4.079 -3.272 -1.172
H -7.189 -0.385 -0.413
H 1.449 1.977 0.833
H 5.625 3.264 0.626
H -1.505 0.852 0.286
H 3.277 0.827 1.994
H 4.549 2.844 1.956
H 4.872 2.250 -1.680
H 2.407 -2.730 -1.020
H 2.779 3.968 0.843
H 1.011 -1.863 -1.743
H 0.202 -3.581 -0.119
H -3.466 2.353 0.383
H 3.918 0.754 -1.689
H -3.390 -3.459 0.449
*
```

Results
* HOMO energy: -8.4 eV
* M: 419.32 g mol⁻¹
* relative energy (zero: lowest compared OMol25 entry of this formula, charge and spin): 0.00 kcal/mol
* DFT total energy: -100281.116 eV
* E_LUMO: 0.55 eV

Record 3
ORCA calculation (wB97M-V/def2-TZVPD) on one molecule with the formula C2H2O6S2 in a non-equilibrium geometry.

```
! RIJCOSX wB97M-V def2-TZVPD def2/J DEFGRID3
* xyz 0 1
S 1.072 -2.011 0.582
S -1.174 -0.484 -0.506
O -0.520 -1.270 0.705
O 0.193 0.200 -1.148
O 1.884 -0.666 0.234
O 1.075 -2.774 -0.601
O -2.981 1.229 0.508
O -1.751 1.891 0.729
C 1.212 0.520 -0.224
C -1.933 1.141 -0.336
H 0.966 1.137 0.739
H 1.956 1.087 -0.682
*
```

Results
* HOMO energy: -8.9 eV
* M: 186.17 g mol⁻¹
* relative energy (zero: lowest compared OMol25 entry of this formula, charge and spin): 66.79 kcal/mol
* DFT total energy: -36053.095 eV
* E_LUMO: -0.44 eV

Record 4
ORCA calculation (wB97M-V/def2-TZVPD) on C6H6DyLiO2 as an isolated structure in a non-equilibrium geometry.

```
! RIJCOSX wB97M-V def2-TZVPD def2/J DEFGRID3
* xyz 3 7
Dy 3.793 0.707 -0.574
O 0.902 -0.131 0.456
O -2.326 -1.262 3.303
C -2.322 -0.664 0.871
C 0.556 -1.262 0.176
C -2.606 0.707 0.395
C -2.347 -0.983 2.193
C -0.347 -2.175 -0.082
C -2.804 1.817 1.127
Li -0.269 1.365 1.058
H -2.638 0.777 -0.695
H -2.768 -1.451 0.254
H -2.798 1.813 2.221
H -0.342 -3.103 0.488
H 0.240 -2.205 -1.158
H -3.028 2.763 0.633
*
```

Results
* ⟨S²⟩: 12.013
* HOMO energy (alpha / beta): -17.6 / -17.6 eV
* M: 279.55 g mol⁻¹
* DFT total energy: -34667.583 eV
* E_LUMO (alpha / beta): -13.44 / -14.20 eV